This record from OMol25 describes a 2-piece molecular cluster, C27H48BrN2O7S overall. The level of theory is the ωB97M-V functional and the def2-TZVPD basis.

ORCA input file:
```
! RIJCOSX wB97M-V def2-TZVPD def2/J DEFGRID3
* xyz 1 1
C 2.51 3.48 -0.96
C -1.37 -5.23 -1.76
H -2.67 -7.27 -0.89
H 1.31 1.03 -0.76
H -2.59 -1.82 -2.28
H -5.81 1.53 -2.10
H 0.47 -2.58 3.66
C 7.72 6.00 0.50
H -4.86 -0.18 -0.59
C 1.09 3.07 -1.40
H -1.39 2.28 -1.38
N 3.33 2.35 -0.59
C 3.54 1.90 0.68
O -7.30 0.18 -0.35
H 0.49 2.08 0.41
C -4.03 0.44 -0.27
C -0.76 1.40 -1.22
H 8.48 3.95 0.56
H -5.92 3.16 -1.43
O 6.40 6.47 0.17
C 0.58 1.84 -0.66
H -3.90 0.27 0.81
O -0.81 -2.91 -1.20
C -0.66 -0.53 0.34
O 4.52 5.64 -0.69
H -2.49 -3.36 -0.06
C -0.39 -4.27 -1.10
C 4.32 0.79 0.62
H -0.20 -4.57 -0.07
H -1.32 -8.39 -0.94
N -1.55 0.48 -0.31
H -2.79 0.40 -1.99
H -0.96 -3.54 1.92
S -7.16 1.60 -0.20
H 0.30 -0.98 3.03
C -1.28 -7.05 0.76
C 6.42 4.16 -0.22
C 3.99 1.53 -1.47
C 4.60 0.56 -0.74
C -1.60 -7.36 -0.70
H -1.40 -7.94 1.37
H 4.68 0.23 1.46
O -6.67 1.87 1.29
H 3.96 1.71 -2.53
Br -1.10 -1.61 5.83
H -2.37 -5.15 -1.34
C -0.49 -2.57 1.76
H 8.38 6.22 -0.35
C -0.22 -1.94 3.12
H -4.34 2.51 0.39
C -1.49 -1.77 3.95
O -0.89 -6.55 -1.62
C 5.64 5.46 -0.29
H -2.14 -2.63 3.84
H -0.13 -0.03 1.15
H -3.66 2.38 -1.21
H 0.56 -4.33 -1.63
C -4.38 1.93 -0.53
C 7.56 4.50 0.74
H -2.30 -1.46 1.42
H 3.01 4.01 -1.78
H -0.24 -6.72 0.85
H -1.42 -5.00 -2.83
H 5.78 3.35 0.13
H 5.22 -0.23 -1.15
C -1.89 -2.51 -0.39
H -6.29 1.06 1.65
C -5.75 2.11 -1.17
H -0.64 0.86 -2.16
H 1.05 2.92 -2.48
H -1.92 -6.27 1.17
H 8.07 6.55 1.37
H 2.47 4.15 -0.11
H 0.08 -0.86 -0.39
H -3.84 -1.93 -1.07
H 7.25 4.32 1.77
H 0.46 -2.78 1.25
H -2.04 -0.87 3.69
C -2.79 -0.08 -1.01
H -1.90 1.08 0.43
O -8.22 2.51 -0.44
C -1.41 -1.75 0.84
H 6.77 3.92 -1.22
H 0.42 3.91 -1.18
C -2.81 -1.61 -1.23
H 3.12 2.42 1.53
*
```

Energy above the lowest of the compared OMol25 structures with the same formula, charge and spin in kcal/mol: 0.0
Electronic energy in eV: -126961.4286



This record from OMol25 describes a 2-piece molecular cluster, C27H48BrN4O12P overall in a non-equilibrium geometry. The level of theory is the ωB97M-V functional and the def2-TZVPD basis.

ORCA input file:
```
! RIJCOSX wB97M-V def2-TZVPD def2/J DEFGRID3
* xyz 0 1
C 2.91 -0.25 -0.92
H 4.24 1.21 -3.79
C 3.91 -3.93 0.43
H 3.30 -3.63 -0.41
H -1.64 4.70 -0.36
H -2.83 -2.66 -0.41
H -2.71 4.28 0.95
O 2.10 -2.99 1.69
C 3.45 -0.17 -2.34
C -2.34 -0.99 0.90
H -0.37 3.24 0.92
C -2.22 3.88 0.07
H -1.75 2.17 1.29
H 4.95 -3.65 0.29
H 0.18 -0.13 -3.36
H -2.36 -0.58 -1.22
O 1.89 1.81 -0.49
H -3.19 -2.93 1.32
H -5.08 3.80 -2.49
H 1.81 -3.50 6.57
O 1.38 -0.03 0.85
H -4.08 3.90 -0.65
H 1.97 -4.86 7.70
H -4.74 2.78 -4.99
O -0.18 4.63 -4.18
C 1.62 -4.56 6.70
H -2.40 4.59 -2.38
P 0.12 -1.79 -1.27
O 2.54 -0.75 -3.27
O 4.08 -3.30 2.72
H -6.65 -0.95 0.15
N -3.24 3.37 -0.85
H -0.89 -5.43 4.88
C -5.70 -1.40 0.20
C -0.46 -4.53 5.32
C -0.51 -5.39 7.57
C -3.18 -2.21 0.51
C 1.66 -1.97 2.53
H 4.87 1.42 -2.17
H -3.38 1.99 -4.22
H 3.71 0.19 -0.32
C 1.91 4.84 -3.09
C 2.54 -0.77 2.81
H 2.36 -0.50 3.83
H 1.25 2.29 0.06
H -0.02 -2.14 0.08
Br 1.37 1.85 2.90
C -1.27 2.77 0.52
C -0.05 0.63 -2.64
H -1.13 0.76 -2.70
H -1.48 -1.74 -2.75
N 0.21 -4.85 6.57
H -2.87 0.73 -0.23
C 3.42 -3.36 1.72
H 2.20 -5.12 5.96
H -2.27 2.85 -2.61
H -2.91 -0.44 1.64
O 1.13 1.87 -4.28
H 3.06 -1.07 -4.02
C -2.12 -0.05 -0.30
C -4.57 -1.78 0.33
N -0.95 -2.43 -2.23
H 0.26 -4.10 4.62
H 4.35 -0.79 -2.33
H 3.14 0.84 1.50
H 3.86 -5.01 0.48
H 2.57 4.77 -3.95
H 2.88 -1.29 -0.62
O -4.17 4.87 -3.95
C 3.97 1.20 -2.74
C -2.93 3.64 -2.26
C 0.60 4.19 -3.40
H 2.39 4.38 -2.23
H 1.70 5.87 -2.84
C -4.20 3.70 -3.13
C -4.34 2.46 -4.03
C 1.62 0.47 -0.49
H -1.41 -1.26 1.39
H 3.60 -0.99 2.74
H -3.27 4.92 -4.31
O -0.99 1.97 -0.61
H 1.37 -2.25 -1.68
H 0.09 -5.59 8.47
C 2.22 0.39 1.84
H -4.98 1.72 -3.56
H 3.27 2.00 -2.56
O 0.28 3.08 -2.62
H -1.26 -3.82 5.49
O -1.70 -5.65 7.50
C 0.23 0.09 -1.20
O 0.56 -2.04 2.96
C 0.54 1.89 -3.24
N -0.82 0.61 -0.28
*
```

SMILES: C#CCCCN(OCCNC[C@H](C)O)[C@](CC(=O)OC(C)=O)([PH2]=N)[C@](O)(C[C@H](C)O)O[C@@H](Br)CC(=O)OC(C)=O.CN(C)C=O
Electronic energy in eV: -138633.8650



This record from OMol25 describes a 11-piece molecular cluster, C27H48Cl30FO4P2 overall in a non-equilibrium geometry. The level of theory is the ωB97M-V functional and the def2-TZVPD basis.

ORCA input file:
```
! RIJCOSX wB97M-V def2-TZVPD def2/J DEFGRID3
* xyz -1 1
H -1.79 0.63 -6.55
C -0.11 -1.59 -4.80
H 2.08 -2.61 3.11
Cl -0.08 1.38 5.00
H -0.41 2.22 0.10
H -1.25 -0.04 1.41
Cl -1.88 -5.21 4.99
H 0.36 0.54 -4.60
C -1.99 1.62 -4.61
Cl -5.05 4.15 -4.20
Cl -3.21 0.04 11.14
H 0.24 -3.53 -5.80
H 6.74 -2.33 0.90
Cl -6.87 2.98 -9.19
Cl -7.13 8.23 -1.78
H -5.37 -1.83 -0.38
H -3.65 1.45 -3.22
H 0.75 -1.67 -4.12
O 4.63 3.47 3.36
H -2.73 2.22 -5.14
H 4.92 -0.47 0.18
C 6.60 -5.93 0.26
Cl -5.48 0.50 -0.59
Cl -7.60 4.02 -6.58
H 2.68 -3.05 1.52
C -2.71 -4.42 6.34
C -1.67 0.37 -5.49
C 2.96 -2.56 2.47
C 0.77 -0.76 1.32
H -2.51 2.63 -1.67
H 2.55 -0.85 -0.01
H -1.05 -0.78 11.50
Cl 2.84 3.20 -0.25
C -5.91 9.34 -2.41
C 4.33 1.09 2.11
Cl -4.24 -3.72 5.80
H -2.59 0.05 -3.21
H -6.41 10.22 -2.78
O 4.26 -3.32 4.31
Cl 5.66 -7.01 -0.78
C -0.20 -0.10 -5.28
Cl -4.03 -1.07 1.38
Cl 4.65 2.33 -2.34
H 1.08 -2.10 -6.51
H -1.60 -0.27 -1.22
C -3.76 5.29 -3.77
H 0.71 -1.19 2.34
H -0.10 1.10 2.11
H 4.45 -2.15 0.37
H -1.07 2.21 -4.48
F 4.61 -4.42 2.46
H -1.05 -1.90 -4.33
H -3.96 6.22 -4.28
Cl -4.81 9.84 -1.12
Cl 7.76 -6.85 1.24
O 3.38 1.75 4.74
H 2.96 3.94 -2.47
C -2.60 1.14 -3.25
Cl -1.13 -0.48 9.18
H 2.20 0.71 0.69
P 3.55 -0.70 2.26
C 4.83 -1.28 0.92
Cl 7.44 -4.71 -0.70
Cl -4.97 4.57 -7.68
H 4.26 1.50 1.10
C -1.20 0.04 5.28
H 6.26 -1.85 2.52
H -0.95 -0.42 6.23
C -1.80 -0.95 10.74
H -2.92 -5.17 7.09
C -1.63 0.76 -0.85
H -2.35 -0.45 -5.27
Cl -3.77 5.60 -2.03
C 2.22 -0.36 0.92
H -0.71 -2.31 -6.73
H 4.50 -0.93 3.34
Cl -1.05 -1.19 4.02
C 3.97 -3.43 3.17
H -2.43 0.90 -0.12
C -0.31 1.14 -0.11
H -7.06 5.21 -8.52
H 0.30 -0.05 -6.26
Cl -5.02 8.61 -3.74
Cl 0.06 -7.20 -0.47
Cl -6.93 -1.21 1.25
H -0.93 2.18 -2.31
H 6.89 -0.62 1.42
Cl 2.63 -6.83 0.83
C -1.90 1.78 -2.00
P 3.64 2.34 3.23
H 2.43 1.77 4.90
C 3.05 2.98 -1.98
Cl -2.85 0.64 5.38
H 0.59 1.02 -0.72
H 1.34 -8.77 0.70
C -5.44 -1.01 0.32
H 5.40 1.06 2.36
Cl 1.79 1.91 -2.62
H 2.41 4.00 2.76
C -0.26 0.42 1.26
Cl -2.19 4.68 -4.29
Cl 2.38 -8.69 -1.39
C 6.26 -1.52 1.47
H 5.92 -5.42 0.94
C -6.67 4.31 -8.05
Cl -1.68 -3.18 7.06
H 0.42 -1.50 0.57
O 2.26 3.06 2.62
H 2.60 -0.25 3.30
Cl -2.22 -2.66 10.77
C 0.15 -2.47 -6.06
C 1.57 -7.97 0.01
*
```

Energy above the lowest of the compared OMol25 structures with the same formula, charge and spin in kcal/mol: 21.4
Electronic energy in eV: -433936.1563



This record from OMol25 describes a 4-piece molecular cluster, C27H48N2O12P overall in a non-equilibrium geometry. The level of theory is the ωB97M-V functional and the def2-TZVPD basis.

ORCA input file:
```
! RIJCOSX wB97M-V def2-TZVPD def2/J DEFGRID3
* xyz 1 1
C 0.18 -0.55 -0.65
O -2.29 3.28 2.81
H -8.30 -2.81 0.33
H 0.22 -2.38 1.92
H 5.38 4.84 0.10
C -2.21 1.95 2.65
O -1.50 1.41 1.85
H -1.70 3.20 -2.77
H 2.58 2.43 -0.49
H 4.51 -0.28 -0.76
C 0.95 1.28 -3.34
H -3.36 -1.89 2.86
N 1.42 0.14 -1.19
C 2.45 2.35 -1.58
H -4.28 3.77 3.03
C -4.60 -1.64 5.35
H -0.12 3.98 -2.92
H 1.92 -1.76 -5.07
N 4.66 4.24 -0.29
H 2.01 0.34 -0.37
H -0.70 -2.37 -0.16
H 1.84 3.76 -3.09
H 1.63 -3.08 1.15
H 3.49 -3.02 -3.23
H 2.99 0.04 -2.56
H 5.25 2.80 -1.75
O -6.17 -4.71 1.82
H 0.24 1.98 -3.77
C 3.12 -3.11 -2.21
H 5.06 -1.94 -0.64
C 3.87 4.22 -2.63
C -3.71 -2.66 3.54
C 2.26 -0.66 -2.15
C 1.17 1.54 -1.84
C 0.99 -2.20 1.16
H 4.10 3.81 -3.63
C 2.46 -0.11 1.96
C 1.38 -1.03 -3.35
H -8.10 -4.54 2.55
H -3.20 4.41 4.30
H -1.23 4.46 -1.62
H 2.14 -3.58 -2.24
H -0.12 0.02 0.23
H -2.87 -3.84 5.17
H -3.90 -3.58 2.98
C 5.00 3.87 -1.67
H 0.81 -1.95 -3.21
C -3.42 3.56 3.67
P -0.35 2.33 -1.01
H 2.75 -1.94 -0.48
C -2.79 -2.85 4.73
O -6.54 -3.77 -0.16
H -0.59 -0.44 -1.40
C 1.79 -1.05 1.60
H -7.16 -3.03 2.47
H -4.59 1.99 4.66
H 3.31 1.79 -1.96
H -0.11 3.04 0.98
O -3.03 1.30 3.48
O -5.35 -1.00 6.02
C -0.85 3.61 -2.21
C 0.32 -2.00 -0.22
H 6.12 -0.33 -2.49
H 3.05 0.71 2.30
H -8.41 -4.58 0.13
O 0.42 -0.02 -3.56
H -1.75 -2.62 4.52
C -3.57 2.25 4.42
C 5.34 -1.09 -2.59
H 0.81 -2.63 -0.97
H 2.06 4.47 -1.49
H -2.97 2.22 5.33
O -3.31 -1.89 5.66
H 3.82 5.31 -2.73
C 3.11 -1.76 -1.49
O -4.92 -2.21 4.16
O -4.55 -4.74 0.27
C 4.54 -1.23 -1.30
H 3.78 -3.79 -1.66
C -7.80 -3.76 0.52
C -7.39 -3.97 1.96
O 2.26 -1.13 -4.44
O 0.42 3.16 0.17
H 4.68 3.42 0.30
C 2.47 3.75 -2.20
H 5.90 4.40 -2.00
C -5.65 -4.44 0.61
H 1.89 1.39 -3.89
H 4.71 -0.83 -3.45
H 5.84 -2.03 -2.85
*
```

Electronic energy in eV: -65609.8620



This record from OMol25 describes an isolated ion of composition C27H48N5OS3 and charge +1 in a non-equilibrium geometry. The level of theory is the ωB97M-V functional and the def2-TZVPD basis.

ORCA input file:
```
! RIJCOSX wB97M-V def2-TZVPD def2/J DEFGRID3
* xyz 1 1
H 0.48 3.65 -3.01
H -4.46 3.70 1.75
H -0.22 -1.43 2.49
C -2.00 -0.82 -0.19
C 5.98 -0.12 0.65
H -2.09 -4.83 0.62
C 6.38 -0.23 -0.68
H -3.12 5.26 -0.44
N 0.91 -1.18 -1.94
H -3.10 3.47 -0.15
N -1.86 -2.53 4.92
H 0.38 -4.05 0.61
H -0.86 0.36 1.27
H -0.81 0.35 -4.30
H 1.72 -4.30 -1.56
C 0.65 -4.55 -1.53
H -1.30 -3.93 -2.14
C -0.66 4.87 0.32
S -1.26 -5.79 0.16
H -3.13 -1.57 2.21
H 5.76 -0.56 -2.68
H -2.03 -0.02 -0.93
C 3.71 -0.48 -0.03
H -0.12 3.88 3.47
C -2.19 -1.03 2.38
H -3.00 -1.27 -0.15
C -1.18 3.62 3.37
H -2.37 -0.36 3.25
H 1.03 -0.82 -0.98
C 5.44 -0.48 -1.64
O 3.25 -0.85 -2.43
H 1.91 1.11 -1.30
H 6.73 0.08 1.40
C 4.10 -0.61 -1.35
S 0.77 5.17 1.06
C -0.93 -2.12 4.15
H 0.33 -1.16 5.42
H -4.00 5.38 2.04
H -1.45 -2.88 -0.21
C -1.84 -0.13 1.20
H 2.65 -0.57 0.24
N 0.38 -1.86 4.68
C -1.20 -1.44 -2.94
H 1.75 1.98 -2.79
H -0.77 2.71 1.50
H -1.51 0.74 -2.76
C -0.31 -2.06 -1.81
S -0.71 5.08 -1.48
H -0.75 1.82 -0.97
H -1.11 -1.92 -3.93
C 0.63 0.09 -2.68
C -3.04 4.48 0.31
C 0.31 -4.91 -0.06
H -2.58 0.68 1.18
C 4.65 -0.25 0.95
H -2.27 -1.54 -2.73
H 1.21 0.05 -3.62
H -2.52 2.78 1.96
H 2.18 -2.46 -3.06
H -1.85 4.33 3.86
C -0.28 -3.55 -2.25
N -1.78 4.54 1.08
H -1.19 3.13 -2.81
H 4.37 -0.17 2.00
H 7.42 -0.11 -0.98
H 0.66 2.70 -0.43
C -4.26 4.66 1.26
C -0.30 3.47 -2.27
H 2.53 -2.39 -1.32
H -5.11 4.99 0.66
C 2.26 -1.79 -2.20
C -0.95 -1.93 -0.41
H 0.58 -5.49 -2.09
H -0.07 -3.62 -3.32
N -1.07 -1.92 2.76
C 1.17 1.41 -2.06
H -0.19 -1.83 0.39
C 0.15 2.33 -1.32
C -0.82 0.04 -3.25
H 1.10 -5.59 0.28
H -1.30 2.66 3.91
H -2.71 -2.70 4.40
C -1.58 3.33 1.91
H 0.68 -2.73 5.11
*
```

SMILES: [H]/N=C(/N)NCCCC[C@@]1(CCCS)CC[C@@H](CCCSC(=S)N(CC)CC)[N@@H+]1COc1ccccc1
Electronic energy in eV: -70772.8289



> The lowest electronic energy belongs to which entry?

C27H48Cl30FO4P2



> What is the electronic energy in the fourth record?

-65609.8620 eV



> Look up the electronic energy of the fifth one.

-70772.8289 eV



> Number 2 is which compound?

C27H48BrN4O12P